Record 1
ORCA calculation (the ωB97M-V functional and the def2-TZVPD basis) on C22H35IrO4Se2Si2Te3 as an isolated structure.

Computed properties:
**ΔE to the lowest compared entry with this formula, charge and spin**: 0.0 kcal per mole
**Strongest force on any atom**: 0.01103 hartree/bohr
**Orbital gap**: 7.11 eV
**E**: -202743.5457 eV
**E_LUMO**: -0.2093 eV

Geometry as XYZ:
```
69
Properties=species:S:1:pos:R:3:lowdin_charge:R:1
Ir 2.062 -0.066 1.036 0.40
Te 3.238 -0.527 4.835 0.18
Te 4.537 -2.163 3.139 0.19
Te -0.436 -0.114 1.506 1.34
Se 2.440 -2.354 1.773 -0.12
Se 2.724 1.162 3.006 -0.05
Si -1.093 3.160 2.230 0.41
Si -2.400 -2.670 2.106 0.38
O 1.561 -0.871 -0.901 -0.23
O 1.857 1.657 -0.221 -0.21
O 0.538 2.351 -1.881 0.09
O 4.157 0.208 0.445 -0.22
C 1.153 1.486 -1.293 -0.59
C 2.091 0.830 -4.172 -0.01
C 1.215 0.067 -1.952 -0.30
C -1.328 0.137 -2.245 -0.03
C -2.834 -4.057 3.279 -0.18
C 3.089 0.951 -5.121 -0.06
C -0.052 -1.579 -3.329 -0.02
C -2.041 3.086 0.619 -0.18
C -2.066 4.101 3.523 -0.18
C 3.582 -0.422 -2.767 -0.03
C -2.496 -0.448 -2.716 -0.07
C -2.447 -1.600 -3.485 -0.08
C -1.911 -3.338 0.428 -0.17
C -0.916 -1.736 2.799 -0.53
C 4.339 0.383 -4.903 -0.08
C -0.096 -0.428 -2.544 -0.15
C 2.330 0.140 -2.986 -0.15
C -3.847 -1.492 1.933 -0.19
C -0.922 1.396 2.913 -0.54
C 0.576 3.938 1.982 -0.19
C -1.217 -2.166 -3.793 -0.07
C 4.582 -0.305 -3.727 -0.07
H -1.382 1.042 -1.657 0.09
H 0.470 4.983 1.683 0.04
H 2.004 -1.668 -1.223 0.10
H -3.679 -4.639 2.904 0.03
H -3.070 3.689 3.649 0.03
H -4.132 -1.064 2.896 0.03
H 1.120 1.281 -4.336 0.13
H 1.157 3.908 2.905 0.02
H -3.615 -0.672 1.249 0.01
H -2.866 2.370 0.662 0.03
H -3.105 -3.670 4.263 0.03
H 2.893 1.492 -6.037 0.11
H -0.034 -2.375 2.855 -0.06
H -2.759 -3.819 -0.064 0.04
H -2.463 4.064 0.381 0.04
H -3.450 0.006 -2.479 0.11
H 0.905 -2.017 -3.589 0.12
H -1.376 2.813 -0.204 0.01
H -1.165 -3.062 -4.399 0.10
H -1.565 4.072 4.492 0.03
H -1.561 -2.543 -0.239 0.01
H -1.990 -4.737 3.408 0.03
H 3.802 -0.968 -1.858 0.11
H -1.890 1.055 3.288 0.01
H 4.515 0.663 1.231 0.00
H -3.360 -2.051 -3.850 0.10
H 1.141 3.423 1.203 0.01
H 5.118 0.477 -5.648 0.10
H -4.720 -2.013 1.533 0.03
H -0.188 1.344 3.719 -0.01
H -1.071 -1.307 3.790 0.03
H 4.083 0.884 -0.248 0.07
H -1.113 -4.078 0.520 0.04
H -2.170 5.149 3.233 0.03
H 5.550 -0.753 -3.547 0.11
```


Record 2
ORCA calculation (the ωB97M-V functional and the def2-TZVPD basis) on C22H35MnN5O5 as an isolated structure.

Computed properties:
**ΔE to the lowest compared entry with this formula, charge and spin**: 0.0 kcal per mole
**Strongest force on any atom**: 0.00250 hartree/bohr
**Orbital gap (spin up / spin down)**: 5.08 / 4.42 eV
**E**: -72391.5152 eV
**2S+1**: 2
**E_LUMO (spin up / spin down)**: 4.8549 / 4.8547 eV
**<S²>**: 0.8225
**Total charge**: -2

Geometry as XYZ:
```
68
Properties=species:S:1:pos:R:3:mulliken_spin:R:1
Mn 0.352 -0.065 0.013 1.04
O 0.813 2.738 -2.331 0.00
O 1.863 -1.369 0.313 0.00
O 1.265 0.585 -1.811 0.00
O -0.592 -1.412 -1.059 0.01
O -1.221 1.280 0.039 0.00
N 1.358 1.662 0.952 -0.01
N -0.419 -0.381 1.805 -0.01
N 3.346 2.244 -0.098 0.00
N -1.451 0.481 2.194 0.00
N 1.792 3.908 0.373 0.00
C 0.391 4.253 0.434 0.00
C -2.879 2.236 1.433 0.00
C -1.684 -2.213 -0.880 0.00
C 1.959 -2.075 1.360 -0.02
C 2.118 2.556 0.431 0.00
C -4.925 4.104 1.820 0.00
C 3.847 0.894 0.094 0.00
C 3.101 -3.080 1.331 0.00
C 1.163 -2.029 2.501 0.01
C -3.257 3.095 0.405 0.00
C -1.767 1.259 1.187 0.00
C 3.779 2.867 -1.332 0.00
C 2.713 4.895 0.867 0.00
C 0.044 -1.168 2.730 -0.02
C -1.357 -3.386 0.069 0.00
C -2.911 -1.463 -0.323 0.00
C -0.591 -1.178 4.099 0.00
C -2.071 -2.800 -2.254 0.00
C -4.554 3.246 2.851 0.00
C -4.273 4.022 0.597 0.00
C 1.022 1.538 -2.589 0.00
C -3.539 2.320 2.659 0.00
H -1.205 -3.320 -2.671 0.00
H -5.719 4.828 1.971 0.00
H 3.559 0.533 1.079 0.00
H -2.720 -1.131 0.698 0.00
H -2.209 -4.066 0.207 0.00
H -3.808 -2.096 -0.322 0.00
H -0.488 -0.201 4.577 0.00
H 1.015 1.257 -3.676 0.00
H 3.421 0.204 -0.636 0.00
H 3.731 4.515 0.811 0.00
H 3.211 -3.621 2.273 0.00
H 2.504 5.166 1.916 0.00
H 3.083 3.653 -1.616 0.00
H 1.423 -2.706 3.308 0.00
H 2.922 -3.795 0.524 0.00
H 4.939 0.918 0.007 0.00
H -4.557 4.685 -0.213 0.00
H -0.125 -1.938 4.728 0.00
H -2.332 -1.982 -2.930 0.00
H 0.009 4.319 1.466 0.00
H -3.095 -0.578 -0.937 0.00
H -1.663 -1.371 4.023 0.00
H 0.595 2.088 1.468 0.01
H 4.794 3.273 -1.231 0.00
H -2.917 -3.497 -2.190 0.00
H -5.059 3.302 3.809 0.00
H 3.777 2.127 -2.138 0.00
H -3.233 1.643 3.446 0.00
H -2.732 3.008 -0.538 0.00
H 4.034 -2.559 1.100 0.00
H -0.177 3.506 -0.120 0.00
H -1.054 -2.989 1.040 0.00
H 0.247 5.227 -0.043 0.00
H -0.513 -3.949 -0.340 0.00
H 2.650 5.812 0.270 0.00
```


Record 3
ORCA calculation (the ωB97M-V functional and the def2-TZVPD basis) on C22H35N3O3 in the gas phase.

Computed properties:
**ΔE to the lowest compared entry with this formula, charge and spin**: 21.3 kcal per mole
**Strongest force on any atom**: 0.00868 hartree/bohr
**Orbital gap**: 9.22 eV
**E**: -33995.6738 eV
**E_LUMO**: 0.8215 eV

Geometry as XYZ:
```
63
Properties=species:S:1:pos:R:3:lowdin_charge:R:1
O 3.804 1.703 1.499 0.04
O 5.232 -0.652 -1.808 0.03
O -5.361 -1.526 -0.743 -0.09
N 2.925 1.909 -0.562 -0.09
N -1.436 -0.274 0.230 -0.17
N 4.883 -1.580 0.209 -0.15
C 0.542 -1.684 0.433 -0.18
C -5.913 -0.337 -0.354 -0.23
C 6.098 0.556 0.055 -0.08
C 3.966 1.814 0.292 -0.47
C -6.865 2.158 0.426 -0.10
C -0.850 -1.372 0.976 -0.20
C -6.195 -2.650 -0.859 -0.08
C -0.638 0.925 0.398 -0.16
C -7.251 -0.167 -0.025 -0.02
C 1.436 -0.455 0.536 -0.16
C -7.721 1.077 0.364 -0.09
C -3.585 0.576 -0.635 -0.12
C 4.345 -2.781 -0.392 -0.04
C 5.372 1.862 -0.287 -0.08
C 5.366 -0.608 -0.593 -0.48
C -2.835 -0.055 0.548 -0.18
C 4.868 -1.528 1.656 -0.05
C 3.051 1.916 -2.004 -0.03
C -5.530 1.988 0.094 -0.04
C 0.765 0.718 -0.173 -0.28
C -5.036 0.758 -0.301 -0.16
C 1.584 2.004 -0.018 -0.13
H 1.692 2.234 1.045 0.13
H 5.890 2.695 0.194 0.13
H 2.059 1.813 -2.437 0.09
H -3.480 -0.091 -1.491 0.12
H -1.493 -2.248 0.859 0.12
H -7.940 -0.997 -0.065 0.10
H 3.661 1.079 -2.348 0.08
H 6.181 0.453 1.133 0.10
H 5.380 2.012 -1.362 0.10
H -7.230 3.128 0.730 0.10
H -2.959 0.579 1.444 0.13
H 4.916 -3.652 -0.061 0.09
H -5.550 -3.460 -1.198 0.09
H 3.296 -2.916 -0.121 0.08
H 1.600 -0.197 1.585 0.13
H 2.407 -0.649 0.081 0.10
H 1.068 2.836 -0.509 0.13
H 0.967 -2.519 0.994 0.10
H -0.558 1.207 1.466 0.14
H -8.764 1.192 0.618 0.10
H 3.484 2.854 -2.362 0.10
H 0.661 0.468 -1.234 0.14
H 4.172 -2.283 2.017 0.09
H 7.101 0.582 -0.377 0.13
H -4.856 2.832 0.137 0.11
H 4.427 -2.684 -1.472 0.09
H -3.145 1.541 -0.885 0.11
H 5.855 -1.739 2.078 0.10
H -1.127 1.746 -0.129 0.12
H -0.778 -1.138 2.055 0.13
H -6.642 -2.924 0.102 0.10
H -6.989 -2.491 -1.596 0.10
H -3.297 -1.022 0.755 0.12
H 4.521 -0.555 2.006 0.07
H 0.450 -1.981 -0.613 0.12
```


Which value of strongest force on any atom does entry 2 give? 0.00250 hartree/bohr


Copy entry 1 word for word.
ORCA calculation (the ωB97M-V functional and the def2-TZVPD basis) on C22H35IrO4Se2Si2Te3 as an isolated structure.

Computed properties:
**ΔE to the lowest compared entry with this formula, charge and spin**: 0.0 kcal per mole
**Strongest force on any atom**: 0.01103 hartree/bohr
**Orbital gap**: 7.11 eV
**E**: -202743.5457 eV
**E_LUMO**: -0.2093 eV

Geometry as XYZ:
```
69
Properties=species:S:1:pos:R:3:lowdin_charge:R:1
Ir 2.062 -0.066 1.036 0.40
Te 3.238 -0.527 4.835 0.18
Te 4.537 -2.163 3.139 0.19
Te -0.436 -0.114 1.506 1.34
Se 2.440 -2.354 1.773 -0.12
Se 2.724 1.162 3.006 -0.05
Si -1.093 3.160 2.230 0.41
Si -2.400 -2.670 2.106 0.38
O 1.561 -0.871 -0.901 -0.23
O 1.857 1.657 -0.221 -0.21
O 0.538 2.351 -1.881 0.09
O 4.157 0.208 0.445 -0.22
C 1.153 1.486 -1.293 -0.59
C 2.091 0.830 -4.172 -0.01
C 1.215 0.067 -1.952 -0.30
C -1.328 0.137 -2.245 -0.03
C -2.834 -4.057 3.279 -0.18
C 3.089 0.951 -5.121 -0.06
C -0.052 -1.579 -3.329 -0.02
C -2.041 3.086 0.619 -0.18
C -2.066 4.101 3.523 -0.18
C 3.582 -0.422 -2.767 -0.03
C -2.496 -0.448 -2.716 -0.07
C -2.447 -1.600 -3.485 -0.08
C -1.911 -3.338 0.428 -0.17
C -0.916 -1.736 2.799 -0.53
C 4.339 0.383 -4.903 -0.08
C -0.096 -0.428 -2.544 -0.15
C 2.330 0.140 -2.986 -0.15
C -3.847 -1.492 1.933 -0.19
C -0.922 1.396 2.913 -0.54
C 0.576 3.938 1.982 -0.19
C -1.217 -2.166 -3.793 -0.07
C 4.582 -0.305 -3.727 -0.07
H -1.382 1.042 -1.657 0.09
H 0.470 4.983 1.683 0.04
H 2.004 -1.668 -1.223 0.10
H -3.679 -4.639 2.904 0.03
H -3.070 3.689 3.649 0.03
H -4.132 -1.064 2.896 0.03
H 1.120 1.281 -4.336 0.13
H 1.157 3.908 2.905 0.02
H -3.615 -0.672 1.249 0.01
H -2.866 2.370 0.662 0.03
H -3.105 -3.670 4.263 0.03
H 2.893 1.492 -6.037 0.11
H -0.034 -2.375 2.855 -0.06
H -2.759 -3.819 -0.064 0.04
H -2.463 4.064 0.381 0.04
H -3.450 0.006 -2.479 0.11
H 0.905 -2.017 -3.589 0.12
H -1.376 2.813 -0.204 0.01
H -1.165 -3.062 -4.399 0.10
H -1.565 4.072 4.492 0.03
H -1.561 -2.543 -0.239 0.01
H -1.990 -4.737 3.408 0.03
H 3.802 -0.968 -1.858 0.11
H -1.890 1.055 3.288 0.01
H 4.515 0.663 1.231 0.00
H -3.360 -2.051 -3.850 0.10
H 1.141 3.423 1.203 0.01
H 5.118 0.477 -5.648 0.10
H -4.720 -2.013 1.533 0.03
H -0.188 1.344 3.719 -0.01
H -1.071 -1.307 3.790 0.03
H 4.083 0.884 -0.248 0.07
H -1.113 -4.078 0.520 0.04
H -2.170 5.149 3.233 0.03
H 5.550 -0.753 -3.547 0.11
```